# 1
DFT (wB97M-V/def2-TZVPD) results for a molecular structure, C29H48CaCl2N3O4SSi in a non-equilibrium geometry.

Structure (XYZ):
```
89
Properties=species:S:1:pos:R:3
C 2.5023 -2.5958 -1.9869
C 2.3962 -1.6684 -3.1609
H 1.7099 -3.3571 -2.0289
H 2.4455 -2.0917 -1.0231
H 3.4655 -3.1176 -2.0219
C 2.6089 -2.1307 -4.4062
C 2.9741 -3.5329 -4.7575
H 2.6001 -1.4407 -5.2643
H 2.3258 -4.2735 -4.2672
H 4.0089 -3.7635 -4.4609
H 2.8994 -3.6452 -5.8484
Ca 0.8485 0.2766 0.0955
Cl 2.6108 2.2514 0.6336
C -0.4094 3.2557 -0.1168
O -0.7053 2.0364 0.0112
N -1.3053 4.2303 -0.2452
C -2.7389 3.9696 -0.2098
C -0.8712 5.5607 -0.6477
H 0.6302 3.6095 -0.1241
H -3.0093 3.3114 0.6255
H -3.1045 3.5388 -1.1537
H -3.2047 4.9487 -0.0784
H 0.0621 5.7970 -0.1217
H -1.6694 6.2581 -0.3803
H -0.6931 5.6098 -1.7340
H -3.2765 0.8812 4.1810
H -1.3114 2.1894 5.7142
C -2.5706 0.0384 4.2234
C -0.9334 1.1581 5.7060
N -1.2046 0.5195 4.4248
H -2.6510 -0.5583 3.3121
C -0.3217 0.5982 3.4141
O -0.5086 0.1769 2.2725
H 0.1461 1.1705 5.8783
H 0.6533 1.0790 3.7030
H -2.8365 -0.5672 5.0976
H -1.4370 0.5875 6.4891
H -0.1178 -5.0673 3.1388
H -0.2137 -4.2085 -0.6556
C -0.9956 -4.7028 2.5888
C -1.0032 -4.4148 0.0864
N -0.6005 -3.9343 1.4152
H -1.6097 -4.1096 3.2888
C 0.0442 -2.7701 1.5474
O 0.2892 -2.0234 0.5635
H -1.9367 -3.9170 -0.2374
H 0.3487 -2.5288 2.5890
H -1.5800 -5.5515 2.2290
H -1.1687 -5.4971 0.1882
O 1.8293 0.1468 -1.6795
C 2.2701 -0.1446 -2.9299
C 0.7196 0.0029 -4.9877
C 1.4877 0.6354 -4.0157
H 0.5687 -1.0775 -4.9245
C 0.2245 0.7448 -6.0693
H 3.3083 0.2183 -3.0738
C 1.5517 2.0370 -3.9830
H -0.3248 0.1949 -6.8405
C 0.4398 2.1298 -6.1412
C 1.0755 2.7876 -5.0692
H 1.9981 2.5001 -3.1047
H 0.1253 2.6754 -7.0479
H 1.2026 3.8720 -5.1108
Si -2.8747 -0.7909 -3.0936
Cl -1.5489 -2.2550 -3.5880
C -4.0666 -0.6699 -4.5062
C -1.9709 0.8691 -2.9234
C -3.1852 -1.2027 -1.3016
H -3.5005 -0.3232 -5.3843
H -4.8908 0.0223 -4.3350
H -4.4722 -1.6685 -4.7321
H -3.8205 -2.0909 -1.2270
H -3.6422 -0.3694 -0.7648
H -2.1934 -1.3871 -0.8534
H -1.7336 1.2126 -3.9388
H -1.0475 0.6969 -2.3500
H -2.6039 1.6073 -2.3967
S 3.0502 1.3171 3.5554
C 2.9045 0.9438 5.1713
C 3.1249 1.9669 6.1379
C 2.9812 1.6741 7.4868
C 2.6415 0.3730 7.9023
C 2.4541 -0.6440 6.9542
C 2.6050 -0.3761 5.6013
H 3.3753 2.9645 5.7754
H 3.1277 2.4692 8.2190
H 2.5461 0.1519 8.9663
H 2.2036 -1.6557 7.2743
H 2.4792 -1.1430 4.8424
```

Summary:
- Kohn-Sham gap: 0.1739 hartree
- LUMO level: 2.0 eV
- Net charge: -1
- Energy above the lowest of the compared OMol25 structures with the same formula, charge and spin: 0.0 kJ/mol

Löwdin atomic charge list, values in e, 2 entries: C -0.045; C -0.218

# 2
DFT (wB97M-V/def2-TZVPD) results for a molecular structure, C29H48Cl2MnN3O4SSi in a non-equilibrium geometry.

Structure (XYZ):
```
89
Properties=species:S:1:pos:R:3
C -1.1131 -0.6191 -3.6460
C -0.6892 -1.9360 -3.0825
H -0.7846 -0.5072 -4.6832
H -0.7040 0.2101 -3.0430
H -2.2125 -0.5229 -3.6279
C -0.2059 -2.9566 -3.8157
C -0.0832 -2.9654 -5.2994
H 0.0909 -3.8821 -3.3177
H -0.3211 -1.9956 -5.7609
H -0.7511 -3.7207 -5.7433
H 0.9403 -3.2408 -5.5924
Mn 0.4385 0.0553 0.3172
Cl -0.1019 1.6461 -1.0933
C 0.0296 -2.4284 1.8967
O 0.8272 -1.4681 1.6690
N 0.3326 -3.4697 2.6679
C 1.6652 -3.6305 3.2389
C -0.6630 -4.4634 3.0722
H -0.9926 -2.4115 1.4755
H 2.2790 -2.7648 2.9915
H 2.1242 -4.5496 2.8478
H 1.5677 -3.7408 4.3269
H -1.6369 -4.2235 2.6311
H -0.7495 -4.4740 4.1677
H -0.3606 -5.4654 2.7394
H 1.1138 2.8743 5.0224
H -0.8867 4.2595 4.3830
C 1.4961 2.9771 3.9998
C -0.4881 4.3248 3.3624
N 0.3751 3.1800 3.0873
H 2.0607 2.0919 3.7089
C 0.1887 2.4060 2.0358
O 0.8578 1.3381 1.8473
H -1.3158 4.3265 2.6439
H -0.5883 2.7014 1.3167
H 2.1387 3.8666 3.9811
H 0.0785 5.2604 3.2705
H 1.8083 -0.3116 -3.4048
H 2.7364 -2.8108 -3.1864
C 2.6660 -0.0027 -2.7905
C 3.5719 -2.3044 -2.6762
N 3.1105 -1.1179 -1.9704
H 2.3796 0.8380 -2.1527
C 3.1595 -1.0438 -0.6312
O 2.6834 -0.1063 0.0398
H 4.0190 -2.9904 -1.9465
H 3.6674 -1.9121 -0.1573
H 3.4820 0.2841 -3.4673
H 4.3196 -2.0207 -3.4294
O 0.2756 -1.3318 -1.0523
C -0.7771 -2.0516 -1.5668
C 0.4802 -4.0991 -0.7338
C -0.7396 -3.4895 -1.0190
H 1.3961 -3.5252 -0.8935
C 0.5113 -5.4082 -0.2509
H -1.7332 -1.5944 -1.2696
C -1.9375 -4.1838 -0.8305
H 1.4762 -5.8578 -0.0081
C -0.6846 -6.1175 -0.1073
C -1.9096 -5.5086 -0.3937
H -2.8765 -3.6691 -1.0489
H -0.6555 -7.1509 0.2491
H -2.8445 -6.0629 -0.2804
Si -0.0142 6.4569 -2.9621
Cl -0.2996 5.5774 -4.8472
C 1.8286 6.3782 -2.6557
C -1.0910 5.4501 -1.8257
C -0.5740 8.2632 -3.0776
H 2.1681 5.3368 -2.7225
H 2.0717 6.7684 -1.6599
H 2.3716 6.9705 -3.4049
H 0.0246 8.8254 -3.8110
H -0.4674 8.7657 -2.1043
H -1.6292 8.3375 -3.3805
H -0.7751 4.3989 -1.8460
H -2.1358 5.5159 -2.1562
H -1.0195 5.8247 -0.7983
S -2.1375 -0.1569 1.0604
C -2.3975 0.1460 2.7000
C -1.3960 -0.0408 3.6925
C -1.6793 0.1757 5.0385
C -2.9464 0.6244 5.4250
C -3.9406 0.8475 4.4571
C -3.6747 0.6051 3.1159
H -0.4074 -0.3584 3.3821
H -0.9035 -0.0082 5.7811
H -3.1621 0.7995 6.4819
H -4.9267 1.2076 4.7515
H -4.4283 0.7559 2.3487
```

Summary:
- Kohn-Sham gap (alpha / beta): 0.1946 / 0.2177 hartree
- Multiplicity: 6
- LUMO level (alpha / beta): 2.5 / 2.5 eV
- Net charge: -1
- Energy above the lowest of the compared OMol25 structures with the same formula, charge and spin: 0.0 kJ/mol

Löwdin atomic charge list, values in e, 2 entries: C -0.060; C -0.228